No. 1
DFT (ωB97M-V/def2-TZVPD) results for a molecular structure, C37H49BrN10O2PSm.

Element x y z (Å)
Sm 1.419 0.333 0.410
C -0.772 -0.113 4.499
C -0.328 -0.061 3.071
N 0.805 0.396 2.701
C 1.876 0.705 3.657
C 3.097 1.497 3.078
N 3.093 1.741 1.612
C 4.398 1.628 0.900
C 4.723 0.193 0.499
N 3.578 -0.485 -0.144
C 3.526 -0.584 -1.616
C 2.361 -1.469 -2.109
N 0.976 -1.040 -1.689
C -0.145 -1.453 -2.527
C 0.115 -2.298 -3.736
C -0.901 -1.773 -0.047
C -1.965 -2.626 0.144
C -2.689 -2.454 1.314
C -2.253 -1.550 2.277
C -1.146 -0.765 2.002
N -0.574 -0.819 0.790
H -0.582 0.843 4.988
H -0.196 -0.866 5.040
H -1.828 -0.339 4.612
H 2.230 -0.274 3.991
H 1.504 1.221 4.543
H 3.999 0.940 3.329
H 3.164 2.448 3.606
H 2.768 2.691 1.459
H 5.225 2.017 1.499
H 4.312 2.246 0.005
H 4.978 -0.385 1.389
H 5.607 0.200 -0.144
H 3.470 -1.423 0.237
H 4.430 -1.059 -2.010
H 3.455 0.414 -2.045
H 2.523 -2.504 -1.818
H 2.375 -1.431 -3.198
H 0.509 -1.649 -4.520
H -0.832 -2.699 -4.094
H 0.819 -3.104 -3.545
H -2.216 -3.402 -0.566
H -3.551 -3.078 1.508
H -2.750 -1.507 3.233
O 0.656 -2.870 3.191
C 0.421 -4.090 2.588
C -0.198 -5.099 3.324
C -0.420 -6.352 2.781
C -0.004 -6.620 1.484
C 0.616 -5.615 0.766
C 0.821 -4.329 1.276
C 1.509 -3.351 0.331
O 1.706 -2.101 0.747
N 0.654 -3.351 -1.021
N 0.045 -2.101 -1.166
C -1.299 -0.507 -2.594
C -1.385 0.302 -3.615
Br 1.295 2.117 -1.625
C -1.451 1.092 -4.647
C -2.210 0.788 -5.882
C -3.344 -0.018 -5.855
C -4.018 -0.306 -7.030
C -3.566 0.210 -8.238
C -2.443 1.024 -8.268
C -1.769 1.319 -7.092
H 0.501 -3.004 4.135
H -0.497 -4.896 4.348
H -0.896 -7.120 3.376
H -0.139 -7.601 1.052
H 0.986 -5.841 -0.231
H 2.419 -3.854 -0.028
H -0.078 -4.057 -1.033
H -2.004 -0.463 -1.771
H -0.897 2.026 -4.597
H -3.710 -0.399 -4.909
H -4.907 -0.923 -7.004
H -4.098 -0.010 -9.153
H -2.097 1.439 -9.205
H -0.900 1.965 -7.112
C -2.460 4.090 2.966
N -2.640 3.718 1.562
C -2.368 4.899 0.730
N -1.055 5.489 0.966
C -0.932 5.813 2.383
N -1.151 4.665 3.271
C -0.084 3.681 3.135
P 0.046 2.980 1.410
C -1.774 2.605 1.197
C 0.019 4.616 0.511
H -2.619 3.208 3.593
H -3.220 4.830 3.220
H -3.126 5.649 0.957
H -2.458 4.622 -0.321
H -1.679 6.569 2.626
H 0.057 6.232 2.575
H -0.246 2.873 3.853
H 0.869 4.153 3.391
H -2.049 1.738 1.805
H -1.942 2.338 0.149
H -0.075 4.417 -0.556
H 0.981 5.112 0.664

Properties
* HOMO energy (alpha / beta): -12.56 / -12.56 eV
* orbital gap (alpha / beta): 6.40 / 6.40 eV
* total charge: +2
* ΔE to the lowest compared entry with this formula, charge and spin: 0.0000 eV
* multiplicity: 6

***

No. 2
DFT (ωB97M-V/def2-TZVPD) results for a molecular structure, C37H49BrN2O5RuSi4 in a non-equilibrium geometry.

Element x y z (Å)
Ru -1.114 0.312 -0.398
C -2.460 -1.936 -2.770
O -1.562 -1.777 -1.655
C -0.669 -2.776 -1.399
C -0.780 -4.062 -1.874
C 0.219 -4.988 -1.563
Br 0.043 -6.757 -2.161
C 1.317 -4.610 -0.834
C 1.425 -3.297 -0.348
C 0.401 -2.368 -0.583
O 0.411 -1.132 -0.069
C 2.634 -2.886 0.351
N 2.872 -1.666 0.832
C 4.150 -1.610 1.385
C 4.858 -0.576 1.985
C 6.130 -0.882 2.426
C 6.676 -2.167 2.273
C 5.970 -3.191 1.674
C 4.691 -2.879 1.233
N 3.713 -3.641 0.588
H -1.901 -2.291 -3.635
H -2.850 -0.947 -2.985
H -3.264 -2.626 -2.515
H -1.611 -4.359 -2.497
H 2.096 -5.338 -0.650
H 2.172 -0.940 0.742
H 4.441 0.416 2.094
H 6.724 -0.112 2.898
H 7.677 -2.358 2.633
H 6.394 -4.179 1.553
H 3.814 -4.605 0.316
O 0.324 2.072 -0.795
C 0.711 2.328 -2.191
C -0.037 1.257 -2.994
O 0.291 0.948 -4.103
O -1.095 0.757 -2.363
C 2.210 2.137 -2.341
C 2.860 1.164 -1.587
C 4.229 0.974 -1.706
C 4.961 1.752 -2.592
C 4.313 2.700 -3.368
C 2.943 2.891 -3.246
C 0.198 3.714 -2.529
C -0.899 3.918 -3.356
C -1.394 5.202 -3.554
C -0.803 6.287 -2.924
C 0.301 6.090 -2.103
C 0.798 4.812 -1.912
H 0.847 2.639 -0.213
H 2.282 0.538 -0.917
H 4.727 0.213 -1.116
H 6.031 1.618 -2.680
H 4.874 3.296 -4.075
H 2.444 3.623 -3.867
H -1.366 3.088 -3.872
H -2.239 5.352 -4.213
H -1.194 7.284 -3.077
H 0.782 6.934 -1.625
H 1.677 4.670 -1.290
C -1.456 -0.283 4.787
Si -0.511 -0.753 3.263
C 0.796 0.537 2.869
C 0.158 -2.485 3.329
Si -2.051 -0.805 1.442
Si -4.035 -2.119 1.278
C -4.958 -1.408 -0.177
C -3.501 -3.878 1.029
C -4.955 -1.868 2.871
Si -2.581 2.155 0.437
C -3.634 2.384 -1.082
C -1.604 3.637 0.954
C -3.626 1.640 1.906
H -0.799 -0.377 5.657
H -2.321 -0.925 4.957
H -1.799 0.753 4.745
H 1.793 0.175 3.132
H 0.614 1.441 3.454
H 0.808 0.821 1.815
H 1.019 -2.513 4.003
H 0.477 -2.850 2.350
H -0.593 -3.175 3.718
H -4.291 -1.026 -0.952
H -5.605 -0.588 0.142
H -5.598 -2.169 -0.632
H -2.852 -4.004 0.160
H -4.395 -4.487 0.873
H -2.979 -4.269 1.904
H -5.201 -0.821 3.049
H -4.404 -2.246 3.735
H -5.898 -2.421 2.814
H -3.355 1.747 -1.920
H -3.525 3.419 -1.417
H -4.679 2.194 -0.828
H -1.254 4.211 0.094
H -0.747 3.382 1.582
H -2.272 4.265 1.551
H -4.240 0.756 1.713
H -4.319 2.453 2.146
H -3.022 1.470 2.807

Properties
* HOMO energy (alpha / beta): -13.28 / -13.28 eV
* orbital gap (alpha / beta): 6.78 / 5.89 eV
* total charge: +2
* ΔE to the lowest compared entry with this formula, charge and spin: 0.6852 eV
* multiplicity: 5

***

No. 3
DFT (ωB97M-V/def2-TZVPD) results for a molecular structure, C37H49N7O5S2Ti in a non-equilibrium geometry.

Element x y z (Å)
Ti 0.141 -0.684 0.099
C 1.924 -4.109 0.418
C 0.782 -4.155 -0.602
N 0.639 -2.884 -1.326
C 1.582 -2.716 -2.438
C 3.007 -2.289 -2.072
S 3.111 -0.935 -0.856
C 4.029 -1.754 0.493
C 3.182 -2.370 1.625
N 1.897 -2.855 1.158
H 2.886 -4.197 -0.087
H 1.841 -4.981 1.073
H -0.155 -4.346 -0.080
H 0.952 -4.983 -1.299
H -0.287 -2.876 -1.732
H 1.172 -1.947 -3.083
H 1.657 -3.639 -3.024
H 3.502 -1.947 -2.980
H 3.588 -3.120 -1.681
H 4.681 -0.990 0.913
H 4.668 -2.492 0.012
H 3.000 -1.601 2.370
H 3.783 -3.156 2.098
H 1.236 -2.915 1.918
N 0.620 2.062 0.181
C 0.927 2.183 1.608
C 1.653 3.473 2.010
C 1.748 3.734 3.519
C 0.398 3.814 4.227
N -0.502 4.765 3.552
C -1.439 4.436 2.667
N -1.841 5.330 1.752
N -2.011 3.245 2.689
C 1.719 0.937 2.006
O 2.562 0.952 2.877
O 1.365 -0.112 1.329
H 1.426 2.339 -0.370
H -0.188 2.622 -0.063
H -0.029 2.078 2.127
H 1.175 4.313 1.500
H 2.674 3.406 1.624
H 2.298 4.663 3.696
H 2.321 2.921 3.960
H 0.526 4.152 5.253
H -0.060 2.827 4.268
H -0.130 5.696 3.458
H -1.344 6.195 1.645
H -2.330 4.968 0.945
H -1.715 2.512 3.314
H -2.505 2.951 1.859
O -2.418 2.343 0.213
C -2.551 1.164 -0.172
O -1.667 0.261 -0.166
H -3.532 0.858 -0.563
O 0.213 -0.228 -1.827
S -0.283 1.071 -2.477
C -1.433 0.538 -3.721
C -1.440 -0.755 -4.216
C -2.357 -1.093 -5.198
C -3.255 -0.144 -5.672
C -3.253 1.144 -5.153
C -2.342 1.488 -4.166
C 1.107 1.568 -3.468
C 1.586 2.853 -3.255
C 2.721 3.282 -3.931
C 3.364 2.423 -4.808
C 2.864 1.144 -5.029
C 1.730 0.712 -4.365
H -0.756 -1.495 -3.819
H -2.373 -2.101 -5.594
H -3.968 -0.412 -6.442
H -3.965 1.876 -5.511
H -2.338 2.486 -3.737
H 1.067 3.515 -2.568
H 3.099 4.283 -3.770
H 4.259 2.750 -5.324
H 3.359 0.481 -5.729
H 1.328 -0.277 -4.553
C -3.558 -4.765 0.164
C -3.130 -3.804 -0.737
C -2.323 -2.750 -0.322
C -1.882 -2.653 1.007
C -2.384 -3.597 1.922
C -3.195 -4.638 1.501
N -0.943 -1.689 1.405
C -1.176 -1.079 2.659
C -2.451 -0.599 2.999
C -2.695 0.001 4.226
C -1.663 0.179 5.142
C -0.396 -0.301 4.825
C -0.164 -0.942 3.615
H -4.183 -5.587 -0.164
H -3.451 -3.856 -1.773
H -2.078 -1.959 -1.017
H -2.103 -3.512 2.965
H -3.546 -5.364 2.228
H -3.263 -0.745 2.294
H -3.701 0.327 4.472
H -1.853 0.639 6.106
H 0.412 -0.214 5.542
H 0.818 -1.344 3.409

Properties
* HOMO energy (alpha / beta): -8.85 / -9.09 eV
* orbital gap (alpha / beta): 6.66 / 6.88 eV
* total charge: +1
* ΔE to the lowest compared entry with this formula, charge and spin: 0.9669 eV
* multiplicity: 2